This record from the Open Molecules 2025 dataset describes a molecular structure, C2H5B2CuF3O. The level of theory is wB97M-V/def2-TZVPD.

```
14
Properties=species:S:1:pos:R:3:forces:R:3
C 0.440 0.134 2.187 0.067 -0.066 -0.188
B -0.467 0.633 0.910 -1.130 -0.232 1.063
O -1.925 0.864 0.898 1.911 -2.653 -0.727
B 0.352 0.855 -0.541 -0.390 -1.029 -0.200
C 0.515 -0.542 -1.455 2.606 -0.185 2.411
F -0.832 -0.796 -2.062 2.422 -0.167 1.715
F 0.755 -1.680 -0.496 -0.707 3.221 -4.133
F 1.611 -0.434 -2.449 -4.026 -1.521 2.319
H 0.386 -1.058 2.190 -0.055 2.470 0.203
H 0.020 0.598 3.181 1.031 -1.128 -1.774
H 1.585 0.385 2.009 -2.333 -0.411 0.628
H -2.311 0.048 0.420 0.511 2.035 1.019
H 0.776 1.898 -0.898 0.190 -0.163 -0.361
Cu -0.905 -0.904 -3.893 -0.097 -0.172 -1.974
```
Forces are in eV/Å.

Calculated values
Calculated total energy   -2143.8260 hartree
2S+1   1
E_LUMO   -6.390 eV
HOMO-LUMO gap   6.90 eV
Total charge   +1

---

This record from the Open Molecules 2025 dataset describes 2 unconnected molecules or ions with the total composition C2H5BClFO5P. The level of theory is wB97M-V/def2-TZVPD.

```
16
Properties=species:S:1:pos:R:3:forces:R:3
C -0.970 1.171 -2.240 -0.465 -0.788 0.055
B -0.412 -0.304 -1.833 0.579 0.117 -0.355
O 0.650 -0.857 -2.675 -2.629 0.121 0.697
O -0.899 -1.043 -0.664 3.292 1.924 -0.405
C 0.310 -1.323 0.077 0.776 -2.779 -0.632
O 0.875 -2.404 -0.118 -1.506 3.713 1.246
O 0.749 -0.289 0.919 -1.308 -1.032 -1.289
P 0.583 -0.682 2.602 -0.175 0.046 2.667
O 1.741 0.350 3.370 -1.310 -0.922 -2.694
Cl -1.261 0.015 3.369 1.794 -0.710 -1.791
H -0.198 1.988 -2.011 -1.140 -1.242 -0.210
H -1.940 1.327 -1.661 1.274 0.257 -0.916
H -1.144 1.158 -3.375 0.115 0.260 1.596
H 0.143 -1.226 -3.440 0.934 0.338 0.624
H 2.425 0.484 2.673 -0.353 0.053 0.703
F -0.652 1.634 5.007 0.123 0.643 0.702
```
Forces are in eV/Å.

Calculated values
Calculated total energy   -1381.7793 hartree
2S+1   1
E_LUMO   2.116 eV
HOMO-LUMO gap   5.32 eV
Total charge   -1

---

This record from the Open Molecules 2025 dataset describes a molecular structure, C2H5BO. The level of theory is wB97M-V/def2-TZVPD.

```
9
Properties=species:S:1:pos:R:3:forces:R:3
B -1.046 0.738 0.976 -1.633 1.632 3.011
C 0.382 -0.826 -1.018 -1.665 2.085 1.840
C 1.216 -0.248 -0.201 -2.839 2.604 1.382
O 0.210 0.847 0.975 6.607 -2.118 -2.284
H -1.747 0.243 0.288 -1.689 -1.426 -1.882
H -1.410 1.306 2.001 -0.607 -0.060 -0.513
H 0.826 -1.366 -1.740 1.240 -2.163 -2.647
H -0.730 -0.635 -1.069 1.474 -0.449 0.405
H 2.299 -0.059 -0.211 -0.888 -0.105 0.688
```
Forces are in eV/Å.

Calculated values
Calculated total energy   -179.1815 hartree
Energy relative to the best compared isomer or geometry (same formula, charge and spin)   4.161 eV
2S+1   1
E_LUMO   0.729 eV
HOMO-LUMO gap   10.51 eV
Total charge   0

---

This record from the Open Molecules 2025 dataset describes 2 unconnected molecules or ions with the total composition C2H5Br. The level of theory is wB97M-V/def2-TZVPD.

```
8
Properties=species:S:1:pos:R:3:forces:R:3
C -0.865 0.844 -0.578 1.272 1.515 2.753
C 1.934 -1.378 1.122 0.963 -0.321 -0.165
Br 0.840 -2.134 -0.118 -0.209 -0.422 -0.380
H -0.403 0.358 0.382 -1.701 0.801 -1.408
H 0.087 1.163 -1.003 -0.258 0.099 -0.766
H -1.457 1.815 -0.331 0.848 -2.004 -0.361
H 1.246 -0.795 1.711 -0.635 0.545 0.527
H -1.382 0.128 -1.184 -0.279 -0.211 -0.200
```
Forces are in eV/Å.

Calculated values
Calculated total energy   -2653.0534 hartree
Energy relative to the best compared isomer or geometry (same formula, charge and spin)   3.863 eV
2S+1   1
E_LUMO   -1.110 eV
HOMO-LUMO gap   8.11 eV
Total charge   0